Entry from the Open Molecules 2025 dataset: a molecular structure, C17H46AsF6O16S6 at a distorted geometry (the ωB97M-V functional and the def2-TZVPD basis).

Values from the calculation:
E_HOMO, hartree: -0.2436
Net charge: -1
LUMO, eV: 1.94
Orbital gap, Ha: 0.3149
2S+1: 1

Last column: Löwdin charge in e.
Cartesian coordinates (Å):
C1 3.25116 -0.03278 -1.36951  -0.04
H1 -4.67048 -3.21553 2.35372  0.10
H2 2.09296 -1.52243 1.74825  0.06
F1 -2.93131 0.10567 -1.05109  -0.27
C2 -1.13017 -3.36984 1.97951  -0.11
O1 5.34254 3.96093 0.31889  -0.28
C3 -2.33404 0.77716 -4.61522  -0.24
H3 -4.87457 3.33765 -3.30492  0.04
F2 -0.77852 0.05272 -2.00248  -0.24
H4 -4.27957 1.71660 -2.71157  0.03
H5 0.23373 4.07166 2.39668  0.08
H6 -4.25956 -1.85492 4.25247  0.08
H7 5.39119 0.51935 -1.82149  0.12
O2 3.38460 0.85625 2.06936  -0.31
S1 -2.73830 2.52323 -4.28394  0.81
H8 -6.25930 -2.97432 3.15216  0.12
C4 4.29146 5.73624 -2.49190  -0.06
H9 -0.85732 -6.30645 4.34094  0.11
H10 -1.14536 -3.68748 0.94356  0.07
F3 -1.99225 -0.25865 1.25552  -0.25
C5 0.82392 2.76935 -2.26034  -0.09
O3 1.11226 1.66694 2.69779  -0.25
F4 -1.44878 -1.85087 -0.54370  -0.25
O4 -0.08629 -4.02921 4.35452  -0.28
H11 4.17989 1.43559 -2.63047  0.09
H12 0.96119 1.69979 -2.16571  0.03
S2 2.30595 0.56943 2.97151  0.66
C6 -4.90300 -1.40202 3.50178  -0.05
H13 -1.00540 -8.69115 3.37708  0.08
C7 1.26612 2.44721 1.49564  -0.29
O5 0.68834 3.76759 -4.82496  -0.28
H14 -4.10475 -3.35136 0.09240  0.05
C8 4.38398 0.91836 -1.68661  -0.25
C9 -0.35921 -7.89474 3.01131  -0.08
H15 0.17358 4.07103 0.61842  0.07
H16 7.28809 2.10520 1.33286  0.07
H17 6.39868 0.62745 0.70042  0.07
C10 0.11875 3.44609 1.51355  -0.07
H18 -0.22886 2.98209 -2.44792  0.05
H19 -0.86387 2.98028 1.48136  0.06
S3 5.72833 2.71909 -0.27986  0.59
H20 4.90154 5.66390 -3.38895  0.08
C11 -4.72019 -2.85948 -0.65353  -0.09
H21 -2.08245 -3.63631 2.43958  0.06
C12 -0.80031 -6.47963 3.26332  -0.30
As1 -1.32167 -0.11810 -0.36653  0.81
O6 4.36170 1.93336 -0.65824  -0.29
H22 4.02267 3.72161 -2.63074  0.09
O7 1.43808 -3.59352 2.42114  -0.28
O8 2.45821 0.51355 4.38998  -0.28
S4 1.61875 3.35537 -3.79773  0.64
O9 -5.97282 -1.89850 1.40210  -0.26
H23 2.29914 0.49847 -1.36061  0.05
F5 0.27553 -0.28489 0.34674  -0.27
H24 3.75278 6.68772 -2.49902  0.08
H25 1.17919 3.38140 -1.43782  0.05
S5 0.19213 -4.06820 2.94141  0.63
C13 -5.45941 -2.49961 2.58456  -0.28
O10 -6.70271 -4.13087 0.74588  -0.30
H26 -5.08915 1.76469 -4.15809  0.05
H27 -1.01940 -2.28816 2.04855  0.04
C14 3.35614 4.54434 -2.35360  -0.30
C15 6.34144 1.65824 1.03831  -0.11
H28 2.20410 3.00797 1.54083  0.11
O11 -7.27913 -2.12675 -0.68881  -0.29
H29 1.34839 1.83792 0.59315  0.09
H30 3.16473 -0.87010 -2.05884  0.09
H31 -1.30615 0.77199 -4.96853  0.05
H32 4.94677 5.83144 -1.62357  0.07
H33 -4.46721 -1.84173 -0.93335  0.06
O12 2.66270 2.39528 -4.05623  -0.30
H34 -4.85772 -3.45429 -1.55523  0.07
H35 5.62297 1.70323 1.85282  0.05
H36 -4.29007 -0.71781 2.90884  0.07
H37 -5.70919 -0.80063 3.91606  0.08
H38 -0.25155 -8.02494 1.92821  0.08
O13 6.64218 2.66800 -1.39339  -0.29
H39 -2.53981 0.08347 -3.80406  0.03
H40 0.53031 -0.60955 1.85599  0.01
F6 -1.17808 1.61728 -0.14108  -0.24
O14 2.33923 4.71605 -3.33222  -0.24
S6 -6.35428 -2.85211 0.15239  0.63
C16 -4.41611 2.39240 -3.56601  -0.25
O15 -2.93211 3.01831 -5.69311  -0.58
O16 0.06985 -5.64899 2.50343  -0.25
H41 0.65246 -8.12058 3.35679  0.08
C17 1.42883 -0.93281 2.37160  -0.11
H42 -1.83526 -6.30867 2.94297  0.12
H43 3.37321 -0.42154 -0.35625  0.07
H44 3.03076 4.34385 -1.33326  0.11
H45 1.17081 -1.48837 3.27091  0.05
H46 -2.96561 0.54514 -5.47480  0.05

Entry from the Open Molecules 2025 dataset: a molecular structure, C30H29BrIrN4O3Te (the ωB97M-V functional and the def2-TZVPD basis).

Values from the calculation:
E_HOMO (spin up / spin down), hartree: -0.5921 / -0.5920
Net charge: +3
LUMO (spin up / spin down), eV: -9.16 / -11.29
Orbital gap (spin up / spin down), Ha: 0.2553 / 0.1770
2S+1: 5

Last column: Mulliken spin population.
Cartesian coordinates (Å):
C1 1.16469 1.06578 -2.41878  0.01
C2 -1.58690 -1.21469 2.40850  0.12
N1 1.73729 -0.97840 -0.00540  0.50
C3 5.50953 -1.25109 0.57991  0.00
N2 0.17216 1.07134 -1.54180  -0.06
O1 -1.58739 -1.68990 -0.60804  0.17
H1 1.88436 0.26395 -2.32962  0.02
H2 8.18198 -3.29847 -1.29753  0.00
N3 -1.74940 1.01100 0.30108  0.04
H3 -3.64811 -1.15538 -5.33487  0.00
C4 6.19989 -3.29098 -0.49851  0.00
C5 6.75115 -0.68430 0.30487  0.00
O2 1.69489 -1.68071 -1.04066  0.64
H4 -0.50590 -1.15659 -2.75338  0.01
C6 -2.04728 -1.94858 -1.76252  -0.03
C7 -3.97238 -0.54415 -3.28884  0.00
H5 2.11708 1.96804 -4.11550  0.00
H6 -1.13622 -1.70838 -4.91820  0.00
C8 -1.95616 -1.79687 -4.20935  0.00
H7 -0.90064 -2.83371 3.66117  0.00
C9 -1.81411 2.08406 -0.65123  -0.04
H8 -3.53842 3.13680 0.06601  0.00
C10 -2.75404 3.07887 -0.67706  0.00
C11 -1.73292 -2.16778 3.47868  0.14
H9 8.67156 -0.98140 -0.58527  0.00
C12 -3.06175 -0.77953 -4.49479  0.00
N4 -1.39383 -1.62440 -2.86194  0.01
H10 -4.83789 0.03620 -3.60807  0.00
H11 4.82234 -0.09158 2.31095  0.00
H12 5.99480 -4.31086 -0.79884  0.00
H13 4.06406 0.39366 0.78213  0.00
C13 -2.70606 4.07484 -1.67214  0.00
C14 -4.45838 -1.82892 -2.61447  0.00
C15 4.47869 -0.44839 1.34034  0.02
H14 -3.66962 -2.94543 -0.89314  0.00
C16 -2.86889 -2.24906 4.21792  -0.05
H15 -2.96713 -2.97878 5.01014  0.00
H16 6.97692 0.32229 0.63406  0.00
H17 -1.66903 4.84455 -3.36860  0.00
C17 -0.77772 2.06881 -1.60940  0.05
Ir1 -0.12556 -0.18300 0.05246  1.47
H18 3.94140 -4.11427 1.02561  0.00
H19 -3.45014 0.08093 -2.55169  0.00
H20 -4.64294 0.28402 2.74945  0.00
C18 -3.93623 -1.36247 3.94509  0.25
H21 -5.22402 -1.57307 -1.88298  0.00
C19 -2.67818 0.76337 1.15262  0.04
H22 0.42263 3.78141 -4.28798  0.00
C20 3.89122 -3.17758 0.47088  0.00
H23 -2.33183 -2.81601 -4.28995  0.00
H24 -3.56153 1.39657 1.15183  -0.01
Br1 -5.47361 -1.43915 4.92151  0.17
Te1 2.84966 -1.76928 1.65298  0.10
C21 -3.81618 -0.39565 2.91584  0.12
H25 3.26144 -3.32127 -0.41092  0.00
H26 -3.45877 4.85062 -1.67671  0.00
H27 -4.94792 -2.46152 -3.35543  0.00
C22 7.70517 -1.41950 -0.37689  0.00
O3 -0.48613 -1.22595 1.77756  0.22
C23 -2.68278 -0.30097 2.14287  0.06
H28 -3.16502 -3.59174 -2.43852  0.00
C24 5.23435 -2.55030 0.17734  0.00
C25 0.35067 3.02112 -3.51980  0.01
C26 -3.35830 -2.66387 -1.89607  0.02
H29 -2.62676 0.16899 -4.81668  0.00
C27 -1.71381 4.07183 -2.61206  0.00
C28 7.43030 -2.72113 -0.77693  0.00
C29 -0.71844 3.06623 -2.59545  0.00
C30 1.28478 2.02752 -3.42916  0.00

Total energy values, unit eV, following the record order: -193292.96612, -123830.20330.
Relative energy (zero: lowest compared OMol25 entry of this formula, charge and spin) values, unit eV, following the record order: 0.000, 0.000.